Molecular formula: CH2N2O2S
Method: DFT, the ωB97M-V functional and the def2-TZVPD basis

```
! RIJCOSX wB97M-V def2-TZVPD def2/J DEFGRID3
* xyz 0 1
O 0.121 -0.585 -1.984
C 0.698 0.430 -1.885
O 1.301 1.375 -1.803
N 0.259 2.684 1.563
N -0.567 3.029 0.877
S -0.601 -1.663 1.190
H 0.240 -2.501 0.439
H -1.450 -2.769 1.604
*
```

Summary:
Energy relative to the best compared isomer or geometry (same formula, charge and spin) = 8.4 kcal per mole
LUMO energy = 0.48 eV
SMILES string = O=C=O.N#N.S
HOMO = -0.358 Ha
Orbital gap = 10.22 eV



Molecular formula: CH2N2O2S
Method: DFT, the ωB97M-V functional and the def2-TZVPD basis

```
! RIJCOSX wB97M-V def2-TZVPD def2/J DEFGRID3
* xyz 0 1
C 0.107 1.037 0.346
N 0.236 -0.788 -2.642
N -0.641 0.175 0.894
O 1.444 -1.231 -0.381
O -1.027 -0.914 0.243
S 0.395 -0.595 -1.204
H 0.399 1.891 0.889
H -0.912 0.425 1.856
*
```

Summary:
Energy relative to the best compared isomer or geometry (same formula, charge and spin) = 205.7 kcal per mole
LUMO energy (alpha / beta) = -1.53 / -1.53 eV
HOMO (alpha / beta) = -0.378 / -0.378 Ha
Orbital gap (alpha / beta) = 8.76 / 8.76 eV



Repeat the second record exactly.
Molecular formula: CH2N2O2S
Method: DFT, the ωB97M-V functional and the def2-TZVPD basis

```
! RIJCOSX wB97M-V def2-TZVPD def2/J DEFGRID3
* xyz 0 1
C 0.107 1.037 0.346
N 0.236 -0.788 -2.642
N -0.641 0.175 0.894
O 1.444 -1.231 -0.381
O -1.027 -0.914 0.243
S 0.395 -0.595 -1.204
H 0.399 1.891 0.889
H -0.912 0.425 1.856
*
```

Summary:
Energy relative to the best compared isomer or geometry (same formula, charge and spin) = 205.7 kcal per mole
LUMO energy (alpha / beta) = -1.53 / -1.53 eV
HOMO (alpha / beta) = -0.378 / -0.378 Ha
Orbital gap (alpha / beta) = 8.76 / 8.76 eV